[1]
Computed, not measured: a 2-piece molecular cluster, C23H45BrF5OP overall at a distorted geometry, with ωB97M-V/def2-TZVPD.

Each line ends with the Löwdin charge.
Geometry (Å):
H 5.044 3.738 -1.096  0.1109
H 4.225 1.574 -3.105  0.1104
H -5.034 -5.249 3.375  0.0975
F -3.309 -0.880 -3.769  0.1345
C 2.977 3.319 -2.653  -0.2014
H -5.957 -5.138 5.677  0.0677
C -1.061 1.790 1.852  -0.7330
C 8.261 0.469 -1.144  -0.2581
C 7.075 1.054 -1.906  -0.1765
H 9.018 1.258 -1.016  0.1286
C -4.357 -5.080 4.216  -0.2708
H 3.500 4.272 -2.789  0.1036
H 3.621 1.595 -1.463  0.1018
H -2.201 2.867 -2.604  0.0815
C -5.134 -4.484 5.386  -0.1132
H 10.357 -0.659 -0.451  0.0848
H -4.657 -3.442 0.024  0.0627
H -4.735 -1.769 1.845  0.0965
C 9.741 -1.326 -1.070  -0.1249
C -3.946 -3.495 0.848  -0.1083
C -3.538 -2.828 3.268  -0.2432
C 5.307 2.882 -1.730  -0.2185
H -3.083 3.228 -1.119  0.0629
H 5.570 1.191 -0.372  0.1108
H 6.850 2.449 -0.285  0.1103
H -2.637 0.714 -0.466  0.0861
C -3.170 -4.223 3.778  -0.2261
H -3.734 -4.550 1.030  0.0688
H 9.189 -1.988 -0.389  0.0873
C -2.766 1.119 -1.472  -0.2371
C -2.521 2.236 1.796  -0.1791
H 7.926 0.112 -0.159  0.1237
H -2.616 -2.309 2.977  0.0310
C -4.503 -2.811 2.089  -0.2625
H 0.158 3.361 -2.899  0.0774
H -4.773 1.447 -0.873  0.1325
H 0.747 1.706 0.710  0.0745
C 1.875 3.483 -1.571  -0.2823
H -2.683 3.069 1.110  0.0481
C -3.946 -1.387 -2.657  -0.4316
H 0.730 1.779 -2.279  0.0908
C 4.011 2.239 -2.260  -0.2109
C -4.282 1.061 -1.776  -0.0751
H -4.486 -4.351 6.255  0.0739
Br -1.073 -0.020 2.692  0.6912
H -2.481 -4.113 4.621  0.1093
O 8.853 -0.588 -1.884  -0.1906
H -0.487 2.395 2.553  0.0809
F -4.708 -2.464 -3.066  0.1273
F -3.021 -1.861 -1.742  0.1211
H -2.613 -4.760 3.005  0.1005
C -2.303 2.591 -1.549  -0.3681
C -0.329 1.654 0.509  -0.4349
H -5.455 -3.273 2.367  0.1014
H -4.568 1.736 -2.584  0.1332
H 1.706 4.537 -1.326  0.0979
H -3.202 1.411 1.573  0.0559
H -3.962 -2.238 4.086  0.1033
H 6.475 0.245 -2.330  0.1182
H -3.984 -6.065 4.508  0.1030
H 10.391 -1.930 -1.705  0.0862
H 5.859 3.273 -2.591  0.1096
C -4.881 -0.330 -2.000  -0.3769
H -5.564 -3.514 5.133  0.0641
C 6.182 1.888 -0.952  -0.2102
H -2.811 2.591 2.792  0.0811
H 7.424 1.721 -2.699  0.1128
F -5.372 -0.871 -0.816  0.0895
F -5.961 -0.215 -2.868  0.0832
H -3.022 -3.014 0.525  0.0672
H -2.173 0.553 -2.190  0.1061
H 2.186 2.996 -0.638  0.0878
C 0.560 2.833 -2.030  -0.3889
H 2.483 3.074 -3.597  0.1006
P -0.710 3.030 -0.688  0.9737
H -0.496 0.684 0.031  0.0586

Results
maximum force	2.2	eV/Å
orbital gap	9.177	eV
structure (SMILES)	COCCCCCCCCP(CCCC(F)(F)C(F)(F)F)C[C@@H](C)Br.CCCCCC
HOMO	-8.542	eV
net charge	0

[2]
Computed, not measured: C23H45Cl2N5O4PTl as an isolated structure at a distorted geometry, with ωB97M-V/def2-TZVPD.

Each line ends with the Löwdin charge.
Geometry (Å):
H 1.394 3.130 3.897  0.0835
H -0.850 3.462 -1.495  0.0822
C 1.168 -2.904 -1.742  0.0812
C 4.657 2.040 1.686  -0.0758
C -2.331 -7.431 1.300  -0.0557
H -3.342 4.247 1.817  0.0758
H 2.839 -4.481 0.339  0.1019
C -0.802 -5.269 0.608  -0.1662
N -2.459 2.325 1.542  -0.3024
H 0.389 -4.843 -1.429  0.1271
C 2.426 -2.190 -2.102  -0.0107
H -1.534 5.144 0.816  0.0730
H -3.139 -0.065 -3.243  0.0490
H 4.399 4.202 0.324  0.0846
C 4.028 3.368 -0.286  -0.0605
H 2.269 -1.505 -2.955  0.0901
H -2.908 -8.315 1.556  0.1069
H -1.785 2.628 -5.300  0.0859
H -0.257 0.793 4.072  0.0025
H 3.129 3.692 -0.830  0.0758
C -3.018 3.375 2.406  -0.1267
H 2.801 -1.544 -1.291  0.1202
H -0.413 4.824 2.205  0.0760
H 0.585 4.429 -1.212  0.0718
C -0.744 1.779 3.962  -0.1625
Tl -1.621 -1.027 1.862  0.4518
O 2.802 1.041 -1.102  -0.0071
C -3.410 1.842 0.543  -0.1469
H 1.779 1.810 2.745  0.0258
Cl 1.106 -0.819 2.634  -0.2673
Cl -2.748 -1.338 -0.564  -0.2055
H 0.247 -2.489 -2.180  0.1515
H -4.310 1.526 1.078  0.0833
O 0.552 0.336 -3.316  -0.0198
H 0.148 5.634 0.731  0.0796
C -1.979 -7.252 -0.053  -0.0502
C 2.513 -4.771 -0.689  -0.0234
C -1.965 -6.505 2.293  -0.0508
H -2.320 3.688 3.193  0.0717
H -3.917 2.980 2.898  0.0852
H 2.663 0.486 0.904  0.0656
H -3.681 2.626 -0.180  0.0829
C -1.215 -6.135 -0.402  -0.0217
H 5.653 1.779 1.280  0.0916
H -0.956 -4.575 2.647  0.1345
C -0.517 4.856 1.113  -0.1140
C 1.142 -4.103 -1.074  -0.2041
C -0.680 0.368 -3.200  -0.3174
H -3.042 -0.161 -5.009  0.0890
C 1.209 2.749 2.882  -0.1267
N -1.548 0.990 -4.050  -0.2053
H -2.303 -6.619 3.333  0.1193
C 3.005 1.202 0.106  -0.3159
H 1.526 3.519 2.157  0.0708
H 4.754 2.931 2.313  0.0837
H 2.468 -5.888 -0.610  0.0890
H -1.838 1.653 3.946  0.0651
P -0.800 2.187 1.239  0.5073
H -3.055 0.958 -0.015  -0.0368
C -1.073 1.801 -5.160  -0.0580
C -2.911 0.502 -4.144  -0.0652
C -0.111 -4.062 0.165  -0.1647
H -2.329 -7.915 -0.849  0.1130
H 3.279 -4.493 -1.498  0.0880
H 4.304 1.218 2.313  0.0839
N 3.671 2.292 0.642  -0.2082
H 3.258 -2.861 -2.388  0.0881
H -1.017 1.208 -6.090  0.0908
O -0.492 -2.937 0.510  -0.1252
N -0.237 2.498 2.793  -0.3208
H -3.598 1.348 -4.231  0.0858
O -0.442 0.984 0.455  -0.3965
C 0.087 3.506 -0.907  -0.1095
H -0.468 2.438 4.814  0.0898
C -1.224 -5.380 1.952  0.0176
H -0.076 2.203 -4.946  0.0865
N -0.134 3.562 0.538  -0.3053
H 0.748 2.676 -1.225  0.0671
H 4.783 3.041 -1.034  0.0952
H -0.936 -5.882 -1.440  0.1226
H -1.247 -0.113 -2.368  0.0631

Results
maximum force	6.0	eV/Å
orbital gap (spin up / spin down)	4.188 / 4.189	eV
HOMO (spin up / spin down)	-6.767 / -6.768	eV
net charge	0

[3]
Computed, not measured: a 3-piece molecular cluster, C23H45N2O7P overall at a distorted geometry, with ωB97M-V/def2-TZVPD.

Each line ends with the Mulliken spin population.
Geometry (Å):
C 0.498 2.807 -3.143  -0.0001
H -6.449 2.111 5.812  0.0003
H 6.902 -4.919 -2.573  0.0014
H 5.522 -6.216 -1.735  0.0004
H 4.937 -6.729 -0.175  0.0014
H -6.903 0.538 0.846  0.0007
C 6.267 -2.974 -1.706  0.0206
N 5.661 -3.449 -0.425  0.3169
O 2.533 0.151 -2.890  0.0001
C 3.710 3.987 -1.793  0.0000
H -6.802 3.587 4.916  -0.0068
H 4.504 -4.883 1.644  -0.0004
H -8.258 2.013 2.490  0.0007
H -5.065 2.849 -0.194  0.0103
C 4.671 -4.567 -0.525  0.0242
C 7.080 -1.668 -1.517  -0.0095
C -2.085 2.457 -2.494  -0.0001
C 4.298 -3.953 -3.001  -0.0201
H -7.817 3.730 2.559  -0.0121
O -4.132 3.146 2.161  0.5978
H 2.946 0.854 -0.532  0.0003
H 0.574 3.511 -4.034  0.0000
H 3.958 3.341 -0.872  0.0000
N -5.383 3.055 2.676  0.3282
H 8.053 -4.218 -1.430  -0.0073
H -6.782 2.733 -0.491  0.0004
O -3.004 2.262 -1.399  0.0014
C 5.438 -5.906 -0.692  0.0140
C 3.665 -4.377 -1.682  0.0240
H -0.414 2.821 -1.091  -0.0002
O 4.012 5.184 -1.782  0.0000
H 5.699 -2.509 -3.755  0.0018
H 3.170 -3.927 0.971  0.0009
C -0.724 3.197 -2.138  0.0001
C -4.168 2.863 4.881  -0.0052
C -6.072 0.183 2.794  -0.0209
H -0.777 4.332 -2.146  0.0000
H -5.164 0.728 0.943  0.0009
H 1.631 3.431 -1.294  0.0000
H 3.220 -5.653 0.704  0.0002
H 3.513 -3.700 -3.719  0.0016
H 6.442 -5.850 -0.264  -0.0107
H -4.195 2.381 5.863  0.0003
H 2.927 -3.614 -1.404  0.0028
H 0.721 0.493 -1.347  0.0000
O 3.002 3.340 -2.873  0.0000
C 7.324 -3.983 -2.212  0.0130
H 6.450 -0.811 -1.266  0.0010
H -6.131 4.191 0.263  -0.0021
P 2.059 0.972 -1.649  0.0009
H 0.347 1.750 -3.578  0.0000
C 3.850 -4.760 0.776  -0.0072
H 7.607 -1.403 -2.439  0.0003
C 1.821 2.775 -2.228  0.0000
C -6.100 0.942 1.473  0.0254
H -7.453 2.028 4.398  0.0010
H -4.285 3.939 5.041  -0.0006
H -7.070 0.163 3.247  0.0003
H -5.805 -0.862 2.610  0.0020
H 4.856 -4.785 -3.446  -0.0001
H -2.422 1.919 -0.673  0.0002
H -8.336 3.005 1.059  0.0018
H -5.114 0.275 4.718  0.0005
C -6.574 2.522 4.806  0.0106
O 5.037 -2.390 0.162  0.6032
O -2.419 2.016 -3.603  0.0000
C -7.746 2.818 1.960  0.0145
H 3.099 -5.302 -1.840  0.0005
C 5.211 -2.749 -2.805  0.0278
C -6.042 3.102 0.226  -0.0169
H 4.594 -1.882 -2.560  -0.0020
C -6.271 2.471 1.624  0.0192
H 7.832 -1.782 -0.731  -0.0001
H -4.054 0.622 3.370  0.0048
C -5.065 0.801 3.758  0.0208
H 7.879 -3.569 -3.060  0.0003
H -3.169 2.684 4.478  -0.0004
C -5.291 2.310 3.967  0.0230

Results
maximum force	5.3	eV/Å
orbital gap (spin up / spin down)	8.940 / 9.297	eV
multiplicity	3
HOMO (spin up / spin down)	-8.887 / -9.563	eV
net charge	0